Entry 1:
{"formula": "C7H11N5O", "method": "ωB97M-V/def2-TZVPD", "fmax_ev_per_a": 5.06, "relative_energy_kcal_mol": 106.61, "spin_multiplicity": 1, "smiles": "CCOn1c(C)nn2cnc(N)c12", "energy_ha": -622.2193, "homo_lumo_gap_ev": 8.298, "species": ["C", "C", "O", "N", "C", "C", "N", "N", "C", "N", "C", "N", "C", "H", "H", "H", "H", "H", "H", "H", "H", "H", "H", "H"], "positions_angstrom": [[-2.525002, 1.634776, 1.324008], [-1.078773, 1.273456, 1.001955], [-1.314581, 0.226499, 0.015743], [-0.273964, -0.589445, -0.301933], [-0.032920, -1.938918, 0.012065], [-1.156785, -2.843567, 0.388160], [1.188679, -2.312230, -0.268383], [1.825242, -1.162774, -0.624455], [3.045577, -0.773900, -1.104230], [3.017143, 0.509884, -1.382425], [1.780332, 0.977930, -1.040945], [1.417619, 2.339957, -1.281575], [0.981692, -0.118361, -0.676728], [-2.940344, 2.057581, 0.329352], [-3.155963, 0.775905, 1.562296], [-2.521199, 2.389522, 2.165666], [-0.674159, 0.742132, 1.853229], [-0.530571, 2.003617, 0.564379], [-1.066841, -3.074223, 1.548833], [-1.308203, -3.822705, -0.073453], [-2.224556, -2.341258, 0.306505], [3.967016, -1.388818, -1.048231], [1.262060, 2.685327, -2.210056], [2.318501, 2.749613, -1.059775]], "forces_ev_per_a": [[-0.087, 1.958, -1.169], [-2.895, -3.899, 1.438], [-0.537, -0.741, -0.892], [2.195, -0.279, 0.244], [-0.974, -0.129, -0.916], [-2.534, 0.344, 3.179], [-0.760, -0.544, 0.657], [0.043, -0.243, -0.610], [1.185, -0.713, 0.467], [-0.188, -0.109, 0.782], [-1.651, -0.462, -1.870], [1.030, 0.028, 1.655], [0.580, 2.338, 0.044], [0.343, -0.254, 1.860], [0.418, 0.018, 0.212], [-0.340, -0.683, -1.088], [0.783, 0.411, 0.330], [1.903, 2.364, -0.937], [-0.133, 0.418, -2.252], [0.846, 0.339, -0.354], [2.411, -0.567, 0.017], [-1.100, 0.356, -0.262], [-0.374, -0.819, -0.798], [-0.164, 0.867, 0.261]]}

Entry 2:
{"formula": "C7H11N5O2", "method": "ωB97M-V/def2-TZVPD", "fmax_ev_per_a": 4.09, "relative_energy_kcal_mol": 77.24, "spin_multiplicity": 1, "smiles": "CN1C(=O)[N+](C)=C=[NH+]/C=[NH+]\\C(N)=C/1[O-]", "energy_ha": -696.7995, "homo_lumo_gap_ev": [7.518, 6.720], "total_charge": 2, "species": ["C", "N", "C", "O", "N", "C", "C", "N", "C", "N", "C", "N", "C", "O", "H", "H", "H", "H", "H", "H", "H", "H", "H", "H", "H"], "positions_angstrom": [[-0.360664, -1.885330, -1.364848], [0.183061, -0.921067, -0.279819], [1.540177, -0.843503, -0.283571], [2.228551, -1.538554, -0.957014], [1.991462, 0.410088, 0.419780], [3.109982, 0.338976, 1.333731], [1.509618, 1.538115, 0.043811], [0.471250, 1.852469, -0.744733], [-0.894006, 1.705686, -0.884968], [-1.936469, 1.039786, -0.284760], [-2.126587, -0.174018, 0.334796], [-3.227236, -0.521784, 0.917661], [-0.617830, -0.623593, 0.759485], [-0.335896, -0.446688, 1.883899], [-1.015969, -1.392693, -2.036300], [0.437262, -2.011137, -1.958249], [-0.657020, -2.783827, -0.987880], [3.244034, 1.296431, 1.921391], [3.172208, -0.524397, 1.975911], [4.114264, 0.256531, 0.748719], [0.707284, 2.617463, -1.292523], [-1.243232, 2.528653, -1.353047], [-2.899935, 1.473340, -0.339433], [-3.270169, -1.339735, 1.585588], [-4.124136, -0.051209, 0.842377]], "forces_ev_per_a": [[-0.306, 3.430, 1.412], [-2.188, -1.987, -2.186], [1.556, 0.321, -0.355], [0.413, 0.812, 1.041], [-0.786, -0.652, -0.880], [3.867, 1.345, -0.040], [0.767, -0.196, 1.672], [-2.941, -2.384, 0.520], [2.226, -1.298, 1.294], [-3.338, -1.157, 0.793], [3.551, 1.132, 0.858], [-0.031, -1.473, 0.747], [-1.973, -0.280, -0.395], [0.313, 0.290, 1.519], [-1.370, 0.585, -0.048], [2.967, -0.948, -1.993], [-1.053, -2.248, 1.231], [-0.674, -1.139, -0.694], [-0.907, -0.318, 0.176], [-1.847, 0.172, 0.517], [0.772, 1.922, -1.455], [-1.273, 2.334, -1.830], [1.799, 0.438, -0.555], [0.374, 0.988, -1.162], [0.082, 0.314, -0.189]]}

Entry 3:
{"formula": "C7H11NO", "method": "ωB97M-V/def2-TZVPD", "fmax_ev_per_a": 8.69, "relative_energy_kcal_mol": 159.25, "spin_multiplicity": 1, "smiles": "C=C[C@@H]1[C@@H](O)[C@]1(N)C=C", "energy_ha": -403.0802, "homo_lumo_gap_ev": 9.632, "species": ["C", "C", "C", "C", "O", "C", "N", "C", "C", "H", "H", "H", "H", "H", "H", "H", "H", "H", "H", "H"], "positions_angstrom": [[-1.033610, 2.638590, -0.182111], [0.158736, 1.852361, -0.180271], [0.330577, 0.702076, -0.872116], [-0.559518, -0.583051, -1.193670], [0.015813, -1.157489, -2.428180], [0.480795, -0.681778, -0.179198], [1.556246, -1.596586, -0.179711], [0.028380, -0.557778, 1.166497], [-1.016430, -1.054383, 1.881078], [-1.590299, 2.464750, -1.003047], [-1.270217, 3.489455, 0.518295], [0.987077, 2.295991, 0.389584], [1.270017, 0.606565, -1.667043], [-1.639270, -0.997916, -1.064401], [0.705183, -1.686222, -2.140685], [2.283993, -1.146517, 0.488304], [1.423441, -2.394475, 0.561621], [0.740223, 0.238125, 1.782250], [-1.216661, -0.701423, 3.112730], [-1.654476, -1.730296, 1.190075]], "forces_ev_per_a": [[5.204, -1.025, 2.483], [-3.997, 7.121, 2.972], [3.340, -6.221, -4.877], [0.732, -1.329, -2.697], [-3.619, 2.167, -0.049], [-2.047, 0.450, 1.697], [3.570, -1.302, 2.576], [-0.382, 2.804, 6.122], [0.314, 0.585, 0.125], [-2.768, -0.756, -2.131], [0.700, -1.008, -1.052], [-0.183, -0.698, 0.181], [-2.633, 0.856, 1.551], [1.869, 1.719, -0.034], [2.346, -1.850, 0.829], [-0.802, -0.309, -2.016], [-0.826, 1.443, -2.213], [-1.629, -2.100, -1.298], [0.472, -1.508, -4.240], [0.339, 0.959, 2.070]]}

Entry 4:
{"formula": "C7H11NO", "method": "ωB97M-V/def2-TZVPD", "fmax_ev_per_a": 8.43, "relative_energy_kcal_mol": 213.89, "spin_multiplicity": 1, "energy_ha": -402.9931, "homo_lumo_gap_ev": 9.456, "species": ["C", "C", "C", "C", "C", "C", "C", "H", "H", "H", "H", "H", "H", "H", "H", "H", "H", "H", "N", "O"], "positions_angstrom": [[-2.227370, 0.114293, 1.136789], [-2.015138, 1.678872, 0.400864], [-0.891788, 1.244093, -0.743323], [0.491216, 0.704296, -0.372958], [0.811801, -0.577610, -0.234144], [2.752128, 0.252529, 1.133572], [0.051113, -1.499634, -1.036071], [-2.879667, 0.299373, 2.015708], [-2.326908, -0.884387, 0.369055], [-1.315554, -0.284580, 1.499113], [-3.086666, 1.772434, -0.290190], [-1.798392, 2.414333, 1.249144], [-1.571481, 0.656411, -1.501502], [-0.499481, 2.124434, -1.367722], [1.071938, 1.466826, -0.085148], [3.436667, -0.411222, 2.233027], [1.688085, 1.300188, 1.487263], [3.476151, 0.683568, 0.193860], [-0.883277, -1.970095, -1.704859], [2.019560, -0.855968, 0.552878]], "forces_ev_per_a": [[-0.267, 0.519, -2.175], [-1.056, -4.613, -1.476], [-0.922, 1.883, -2.291], [-4.906, -1.932, -0.532], [2.990, 1.163, 1.183], [-0.560, -0.003, 0.309], [-6.034, -3.299, -3.311], [-0.139, -0.928, -0.909], [-1.139, 3.222, 1.754], [1.407, 0.550, 0.952], [3.242, 0.493, 2.408], [-0.304, -0.814, -1.698], [1.831, 0.589, 1.573], [-1.361, -0.539, 0.739], [2.306, 2.286, 1.066], [-2.197, 2.652, -3.704], [3.664, -3.106, -0.380], [-1.808, -0.813, 3.134], [6.590, 2.859, 4.418], [-1.338, -0.170, -1.059]]}

Entry 5:
{"formula": "C7H11NO", "method": "ωB97M-V/def2-TZVPD", "fmax_ev_per_a": 4.08, "relative_energy_kcal_mol": 106.34, "spin_multiplicity": 1, "energy_ha": -403.1645, "homo_lumo_gap_ev": 8.002, "species": ["C", "C", "C", "C", "N", "C", "C", "C", "O", "H", "H", "H", "H", "H", "H", "H", "H", "H", "H", "H"], "positions_angstrom": [[-1.211172, 0.223617, 0.464336], [1.818209, 0.357008, 1.322099], [1.050523, -0.797565, 0.728353], [-1.031317, 0.566643, -0.941407], [-2.227714, -0.604263, 0.948697], [-0.213856, -0.640560, -0.931868], [-1.123217, 1.660861, -1.686497], [1.220742, -0.665776, -1.032448], [0.863233, -1.876758, 1.246690], [-0.906454, 0.978778, 1.183330], [-2.690014, -1.149575, 0.233233], [-1.906078, -1.215973, 1.695245], [-0.691105, -1.612669, -0.935046], [2.869070, 0.295768, 1.039068], [1.433468, 1.312732, 0.971446], [1.752425, 0.307184, 2.408972], [-1.720332, 2.501940, -1.365841], [-0.675266, 1.706208, -2.669362], [1.716135, 0.252060, -1.324531], [1.672719, -1.599657, -1.354469]], "forces_ev_per_a": [[0.104, 0.028, -0.637], [-1.003, 0.386, 0.619], [3.013, -1.006, -2.561], [-0.312, -0.514, -0.324], [-0.150, -0.249, 0.009], [-1.657, 1.259, 0.006], [-0.190, -0.173, 0.032], [0.448, -0.601, 2.992], [-0.481, 0.620, -0.032], [0.445, -0.170, -0.008], [0.014, 0.035, 0.023], [-0.022, 0.067, -0.092], [-0.223, 0.186, 0.242], [-0.114, -0.267, -0.179], [0.017, 0.091, -0.021], [-0.044, 0.111, 0.069], [0.095, 0.112, 0.119], [0.069, -0.009, -0.027], [0.046, -0.069, -0.099], [-0.054, 0.164, -0.132]]}

Entry 6:
{"formula": "C7H11NO", "method": "ωB97M-V/def2-TZVPD", "fmax_ev_per_a": 1.39, "relative_energy_kcal_mol": 30.18, "spin_multiplicity": 1, "smiles": "C=Cc1[nH]ccc1C.O", "energy_ha": -403.2859, "homo_lumo_gap_ev": 8.609, "species": ["C", "C", "C", "N", "C", "C", "C", "C", "H", "H", "H", "H", "H", "H", "H", "H", "H", "O", "H", "H"], "positions_angstrom": [[0.812019, -1.909917, 1.274612], [0.706953, -1.785169, -0.042894], [0.220445, -0.521391, -0.633807], [-0.855739, -0.511536, -1.506838], [-1.076812, 0.753629, -1.942069], [-0.151005, 1.594647, -1.354212], [0.618388, 0.793457, -0.465161], [1.613683, 1.247613, 0.570433], [0.363228, -1.106411, 1.856744], [1.217507, -2.656265, 1.944517], [1.028955, -2.521792, -0.769225], [-1.380887, -1.305757, -1.809257], [-1.731222, 1.068063, -2.735810], [-0.217943, 2.663827, -1.433481], [2.486369, 0.607237, 0.640913], [1.941516, 2.246246, 0.277397], [1.069949, 1.294912, 1.513133], [-1.469618, 0.344957, 2.718635], [-1.986287, 0.130026, 1.917192], [-1.660031, -0.342268, 3.371030]], "forces_ev_per_a": [[-0.601, 0.777, 0.788], [0.187, 0.282, -0.056], [-0.772, 0.082, 0.066], [0.375, 0.128, -0.372], [0.756, 1.139, -0.236], [-0.921, -0.838, 0.522], [0.492, -0.606, 0.152], [-0.581, 0.477, -0.789], [0.218, 0.140, -0.090], [0.214, -0.606, -0.784], [0.132, -0.307, 0.170], [0.048, -0.295, -0.057], [-0.468, -0.530, 0.079], [0.410, 0.170, -0.055], [-0.007, -0.194, 0.122], [0.121, 0.041, 0.309], [0.378, 0.103, 0.247], [-0.283, -0.140, -0.382], [0.390, 0.050, 0.670], [-0.089, 0.127, -0.304]]}